1.
Below is C6H15N in the gas phase in a non-equilibrium geometry, with properties calculated with ωB97M-V/def2-TZVPD.

Atoms and positions in Å:
C: 0.80 1.85 0.97
C: 2.26 1.25 0.61
C: -0.50 1.10 1.42
N: -0.58 0.02 0.48
C: -1.64 -0.93 0.16
C: -1.01 -1.98 -0.83
C: -0.27 -1.41 -2.13
H: 0.46 2.35 0.03
H: 1.01 2.60 1.79
H: 2.74 0.72 1.46
H: 2.81 2.21 0.32
H: 2.20 0.58 -0.28
H: -0.49 0.85 2.57
H: -1.34 1.90 1.26
H: 0.35 -0.32 0.32
H: -2.10 -1.41 0.97
H: -2.48 -0.39 -0.39
H: -1.78 -2.73 -1.09
H: -0.26 -2.54 -0.24
H: -0.91 -1.00 -2.85
H: 0.37 -0.61 -1.88
H: 0.36 -2.11 -2.65

Properties
max |F| = 3.2 eV/A
HOMO energy = -8.221 eV
energy above the lowest of the compared OMol25 structures with the same formula, charge and spin = 1.873 eV
net charge = 0

---

2.
Below is C5H8N2 in the gas phase in a non-equilibrium geometry, with properties calculated with ωB97M-V/def2-TZVPD.

Atoms and positions in Å:
C: 1.11 0.66 1.54
C: 0.39 0.54 0.23
C: 1.05 0.15 -1.03
N: 0.19 -0.79 -0.32
C: -1.14 -1.03 -0.90
C: -2.21 -0.54 0.00
N: -3.03 -0.09 0.69
H: 1.93 -0.06 1.58
H: 0.43 0.45 2.38
H: 1.51 1.67 1.65
H: -0.47 1.19 0.12
H: 0.68 0.55 -1.97
H: 2.12 -0.10 -1.03
H: -1.27 -0.50 -1.86
H: -1.29 -2.10 -1.08

Properties
max |F| = 2.1 eV/A
HOMO energy = -9.765 eV
energy above the lowest of the compared OMol25 structures with the same formula, charge and spin = 1.742 eV
net charge = 0

---

3.
Below is C6H4Cl2F3N in the gas phase in a non-equilibrium geometry, with properties calculated with ωB97M-V/def2-TZVPD.

Atoms and positions in Å:
C: -0.92 -0.65 0.54
C: 1.30 0.25 0.78
C: -0.59 -1.59 1.65
C: -0.14 0.57 0.68
C: 0.73 -1.58 1.95
C: -2.37 -0.31 0.46
N: 1.69 -0.83 1.36
F: -2.53 0.62 -0.61
F: -3.19 -1.30 0.38
F: -2.76 0.49 1.53
Cl: -1.81 -2.59 2.32
Cl: 1.29 -2.71 3.18
H: -0.71 -1.09 -0.42
H: 2.10 0.96 0.43
H: -0.28 1.35 -0.17
H: -0.60 1.10 1.52

Properties
max |F| = 3.8 eV/A
HOMO energy = -9.221 eV
energy above the lowest of the compared OMol25 structures with the same formula, charge and spin = 0.000 eV
net charge = 0

---

4.
Below is a molecular structure, C16H25AuN5O5 in a non-equilibrium geometry, with properties calculated with ωB97M-V/def2-TZVPD.

Atoms and positions in Å:
O: 3.93 0.79 -4.29
H: 4.51 0.54 -3.50
Au: 1.11 0.97 -0.85
N: -0.88 0.32 -0.88
N: 1.02 -0.35 -2.66
O: -2.01 0.54 -0.14
O: 1.87 -0.69 -3.53
C: -1.19 -0.53 -1.85
C: -0.19 -0.92 -2.78
C: -2.57 -1.09 -1.83
C: -0.29 -1.87 -3.91
H: -3.28 -0.26 -1.94
H: -2.74 -1.61 -0.86
H: -2.69 -1.81 -2.66
H: 0.46 -2.67 -3.80
H: -0.07 -1.34 -4.85
H: -1.29 -2.31 -3.93
H: -1.82 1.35 0.41
H: 3.03 0.55 -3.83
O: -0.21 -2.60 0.18
H: 0.56 -3.14 -0.05
H: 0.17 -1.80 0.62
C: 2.71 1.91 -1.32
H: 3.36 1.10 -1.65
H: 2.48 2.42 -2.28
H: 3.28 2.42 -0.52
O: -2.81 2.48 1.87
H: -3.19 3.31 1.55
H: -2.15 2.82 2.49
C: -3.68 -2.83 3.20
C: -4.09 -1.54 2.83
C: -3.15 -0.59 2.54
C: -1.78 -0.91 2.57
C: -1.36 -2.21 2.92
C: -2.32 -3.17 3.24
N: -0.91 0.09 2.20
N: 0.28 -0.28 1.83
C: 1.27 0.67 2.21
C: 1.64 0.82 3.56
C: 2.56 1.80 3.87
C: 3.10 2.60 2.86
C: 2.70 2.39 1.56
N: 1.84 1.42 1.25
H: -4.43 -3.59 3.45
H: -5.14 -1.31 2.77
H: -3.39 0.43 2.27
H: -0.29 -2.43 2.92
H: -1.99 -4.18 3.51
H: 1.17 0.13 4.25
H: 2.88 1.95 4.89
H: 3.81 3.40 3.00
H: 3.09 3.00 0.75

Properties
max |F| = 3.7 eV/A
HOMO energy (spin up / spin down) = -10.191 / -11.798 eV
energy above the lowest of the compared OMol25 structures with the same formula, charge and spin = 0.039 eV
2S+1 = 3
net charge = +1

---

5.
Below is a molecular structure, C17H23N8O5PSeV in a non-equilibrium geometry, with properties calculated with ωB97M-V/def2-TZVPD.

Atoms and positions in Å:
V: -0.10 -2.54 0.18
C: -3.48 1.10 -2.08
N: -2.86 -0.19 -1.77
C: -3.13 -1.37 -2.43
C: -2.28 -2.30 -1.91
N: -1.50 -1.70 -0.96
C: -1.86 -0.42 -0.89
P: -1.20 0.78 0.34
C: 1.70 0.61 1.02
N: 1.95 -0.67 0.93
C: 3.12 -1.03 1.54
C: 3.59 0.17 2.01
N: 2.72 1.19 1.65
C: 2.89 2.61 1.96
C: -1.32 -0.33 1.78
N: -1.01 -1.62 1.77
C: -1.33 -2.14 3.00
C: -1.85 -1.14 3.76
N: -1.84 -0.01 2.99
C: -2.28 1.31 3.44
H: -4.54 0.95 -2.25
H: -3.35 1.77 -1.24
H: -3.02 1.54 -2.96
H: -3.89 -1.43 -3.19
H: -2.18 -3.34 -2.15
H: 3.50 -2.03 1.60
H: 4.47 0.37 2.60
H: 3.68 2.72 2.69
H: 3.15 3.17 1.06
H: 1.97 3.01 2.38
H: -1.18 -3.18 3.23
H: -2.22 -1.14 4.77
H: -3.15 1.19 4.08
H: -1.50 1.81 4.00
H: -2.56 1.92 2.58
O: 1.12 -6.26 0.65
Se: 0.64 -4.74 0.62
O: 0.64 -3.92 -0.89
O: -0.94 -4.34 0.99
O: 1.46 -3.57 1.47
N: 0.92 -1.00 0.00
C: 0.62 0.44 -0.11
N: 1.06 1.03 -1.34
C: 0.80 2.46 -1.45
C: 1.61 3.01 -2.61
O: 1.29 2.33 -3.81
C: 1.55 0.94 -3.69
C: 0.72 0.34 -2.58
H: 1.08 2.97 -0.52
H: -0.27 2.66 -1.64
H: 2.68 2.91 -2.38
H: 1.38 4.06 -2.77
H: 2.61 0.77 -3.48
H: 1.30 0.49 -4.65
H: 0.92 -0.73 -2.48
H: -0.34 0.48 -2.84

Properties
max |F| = 2.2 eV/A
HOMO energy (spin up / spin down) = -11.489 / -11.875 eV
2S+1 = 3
net charge = +1

---

6.
Below is a molecular structure, C51H47N3P2PdTe in a non-equilibrium geometry, with properties calculated with ωB97M-V/def2-TZVPD.

Atoms and positions in Å:
Pd: 0.37 -0.53 -0.12
Te: -2.65 2.61 -2.88
C: -3.81 3.55 -1.33
C: -5.04 3.03 -0.95
C: -5.74 3.64 0.07
N: -5.31 4.72 0.70
C: -4.15 5.22 0.33
C: -3.36 4.68 -0.67
C: -1.33 1.30 -1.83
P: 0.18 1.77 -1.03
C: 0.51 3.42 -1.76
C: 0.70 4.57 -1.01
C: 0.96 5.78 -1.64
C: 1.04 5.85 -3.01
C: 0.87 4.70 -3.77
C: 0.61 3.49 -3.15
C: -0.02 2.26 0.71
C: -1.15 2.89 1.17
C: -1.31 3.26 2.50
C: -0.29 2.99 3.43
C: 0.84 2.34 3.07
C: 1.06 1.82 1.68
P: -1.73 -0.33 -1.23
C: -3.19 -0.75 -2.24
C: -4.42 -1.06 -1.67
C: -5.54 -1.19 -2.47
C: -5.44 -1.02 -3.84
C: -4.21 -0.77 -4.42
C: -3.09 -0.64 -3.62
C: -2.47 -0.30 0.47
C: -2.08 -1.31 1.35
C: -2.42 -1.25 2.69
C: -3.16 -0.18 3.17
C: -3.58 0.81 2.30
C: -3.23 0.75 0.96
H: -5.43 2.14 -1.44
H: -6.70 3.26 0.40
H: -3.82 6.10 0.88
H: -2.41 5.13 -0.93
H: 0.62 4.53 0.07
H: 1.09 6.67 -1.04
H: 1.23 6.79 -3.50
H: 0.93 4.74 -4.85
H: 0.48 2.59 -3.73
H: -1.91 3.15 0.45
H: -2.20 3.80 2.80
H: -0.40 3.33 4.45
H: 1.63 2.13 3.78
H: 2.03 2.21 1.31
H: -4.50 -1.18 -0.60
H: -6.50 -1.39 -2.01
H: -6.33 -1.10 -4.46
H: -4.12 -0.66 -5.49
H: -2.12 -0.43 -4.06
H: -1.55 -2.19 0.97
H: -2.10 -2.04 3.36
H: -3.41 -0.12 4.22
H: -4.15 1.65 2.66
H: -3.57 1.52 0.28
C: 1.18 0.35 1.67
C: 1.25 -0.85 1.99
C: 1.70 -2.09 2.45
C: 1.19 -3.33 1.94
C: 1.27 -4.53 2.67
C: 0.77 -5.70 2.15
C: 0.14 -5.73 0.92
C: 0.02 -4.55 0.19
C: 0.55 -3.38 0.68
C: 2.75 -2.03 3.44
C: 2.77 -0.98 4.38
C: 3.76 -0.88 5.32
C: 4.79 -1.81 5.35
C: 4.80 -2.85 4.43
C: 3.80 -2.96 3.49
H: 1.70 -4.52 3.65
H: 0.83 -6.61 2.74
H: -0.27 -6.65 0.53
H: -0.51 -4.56 -0.75
H: 0.45 -2.44 0.09
H: 1.96 -0.27 4.36
H: 3.75 -0.08 6.05
H: 5.58 -1.74 6.09
H: 5.61 -3.56 4.43
H: 3.83 -3.76 2.76
C: 4.09 -0.90 -3.11
C: 2.92 -0.40 -2.23
N: 2.36 -1.51 -1.50
C: 1.87 -2.52 -2.41
C: 3.05 -3.11 -3.22
N: 4.27 -2.35 -2.83
C: 4.57 -2.56 -1.39
C: 3.34 -2.07 -0.59
H: 5.02 -0.39 -2.89
H: 3.87 -0.79 -4.18
H: 2.13 0.06 -2.83
H: 3.26 0.35 -1.51
H: 1.12 -2.05 -3.06
H: 1.37 -3.30 -1.84
H: 2.90 -3.01 -4.30
H: 3.21 -4.16 -2.99
H: 5.06 -2.70 -3.38
H: 5.47 -2.01 -1.14
H: 4.75 -3.63 -1.22
H: 3.62 -1.31 0.14
H: 2.88 -2.89 -0.04

Properties
max |F| = 1.1 eV/A
HOMO energy (spin up / spin down) = -5.641 / -5.571 eV
energy above the lowest of the compared OMol25 structures with the same formula, charge and spin = 2.469 eV
2S+1 = 3
net charge = 0

---

7.
Below is C4H6O2 in the gas phase in a non-equilibrium geometry, with properties calculated with ωB97M-V/def2-TZVPD.

Atoms and positions in Å:
C: -2.24 1.13 0.60
C: 0.59 -0.62 -0.63
C: -0.95 0.41 1.04
C: 2.06 -1.01 -0.63
O: -1.23 1.62 1.53
O: 0.20 0.23 0.34
H: -2.25 1.60 -0.32
H: -3.22 1.08 1.05
H: -0.04 -1.12 -1.31
H: 2.24 -1.66 -1.51
H: 2.13 -1.55 0.46
H: 2.71 -0.11 -0.61

Properties
max |F| = 3.0 eV/A
HOMO energy (spin up / spin down) = -8.088 / -7.467 eV
energy above the lowest of the compared OMol25 structures with the same formula, charge and spin = 6.165 eV
net charge = 0

---

8.
Below is a molecular structure, C28H23BrMgN4O, with properties calculated with ωB97M-V/def2-TZVPD.

Atoms and positions in Å:
Mg: 0.12 0.91 0.49
Br: -1.50 -6.42 -1.30
C: -2.92 -5.24 -0.91
C: -3.88 -4.98 -1.87
C: -4.92 -4.12 -1.57
C: -4.98 -3.48 -0.34
C: -4.03 -3.78 0.63
C: -3.00 -4.65 0.35
N: -6.14 -2.66 -0.10
N: -6.06 -1.54 0.43
C: -4.80 -0.92 0.71
C: -4.64 -0.41 1.98
C: -3.44 0.15 2.43
C: -2.34 0.24 1.58
O: -1.19 0.73 1.91
C: -2.55 -0.17 0.21
N: -1.50 0.06 -0.62
C: -1.60 -0.25 -1.89
C: -2.77 -0.80 -2.43
C: -3.84 -1.04 -1.61
C: -3.76 -0.75 -0.23
H: -3.82 -5.46 -2.84
H: -5.70 -3.92 -2.30
H: -4.09 -3.31 1.61
H: -2.26 -4.88 1.10
H: -5.49 -0.48 2.65
H: -3.34 0.50 3.44
H: -0.72 -0.05 -2.50
H: -2.82 -1.02 -3.49
H: -4.76 -1.43 -2.03
C: 2.53 1.72 -4.32
C: 3.25 1.21 -3.06
C: 4.38 2.18 -2.70
C: 3.84 -0.18 -3.34
C: 2.30 1.13 -1.94
C: 1.52 1.06 -1.01
H: 3.23 1.80 -5.15
H: 2.09 2.70 -4.14
H: 1.73 1.03 -4.60
H: 5.10 2.25 -3.53
H: 4.91 1.84 -1.81
H: 3.98 3.18 -2.50
H: 4.55 -0.12 -4.17
H: 3.05 -0.88 -3.60
H: 4.36 -0.56 -2.46
N: 1.46 1.72 2.05
C: 2.26 2.17 2.74
C: 3.26 2.73 3.60
C: 4.29 1.92 4.07
C: 5.25 2.47 4.90
C: 5.19 3.81 5.24
C: 4.17 4.62 4.76
C: 3.20 4.08 3.94
H: 4.32 0.87 3.80
H: 6.05 1.85 5.28
H: 5.95 4.24 5.89
H: 4.13 5.66 5.03
H: 2.39 4.69 3.55

Properties
max |F| = 0.2 eV/A
HOMO energy = -7.378 eV
net charge = 0

---

9.
Below is a molecular structure, C18H21BrN5O3V in a non-equilibrium geometry, with properties calculated with ωB97M-V/def2-TZVPD.

Atoms and positions in Å:
V: 0.13 0.36 0.16
N: 2.13 -0.28 -1.21
N: 2.08 0.60 -2.31
C: 1.06 1.49 -2.38
O: 0.77 2.27 -3.20
O: 0.29 1.32 -1.17
H: 3.05 -0.20 -0.78
H: 2.03 -1.24 -1.55
H: 2.70 0.50 -3.10
C: -4.23 3.20 -1.54
C: -3.76 2.14 -0.58
C: -4.62 1.47 0.28
C: -4.15 0.48 1.12
C: -2.81 0.15 1.09
Br: -2.25 -1.23 2.23
N: -1.93 0.78 0.28
C: -2.43 1.76 -0.54
H: -5.17 3.64 -1.21
H: -4.40 2.77 -2.53
H: -3.49 3.99 -1.66
H: -5.68 1.73 0.29
H: -4.80 -0.05 1.79
H: -1.74 2.26 -1.19
C: 1.68 0.14 5.73
N: 1.56 -0.67 4.50
N: 1.03 -0.18 3.34
C: 1.10 -1.17 2.43
O: 0.57 -0.86 1.23
C: 1.69 -2.28 2.96
C: 1.97 -1.92 4.29
C: 2.61 -2.73 5.36
C: 0.40 1.07 3.08
C: -0.62 1.54 3.86
C: -1.25 2.74 3.49
C: -0.90 3.44 2.35
C: 0.14 2.97 1.57
C: 0.80 1.76 1.90
H: 1.61 1.19 5.49
H: 2.66 -0.05 6.16
H: 0.91 -0.15 6.44
H: 1.87 -3.23 2.48
H: 2.89 -3.71 4.97
H: 1.94 -2.87 6.21
H: 3.52 -2.24 5.73
H: -0.94 1.00 4.75
H: -2.04 3.13 4.13
H: -1.40 4.36 2.09
H: 0.50 3.54 0.72
H: 1.82 1.63 1.55

Properties
max |F| = 3.6 eV/A
HOMO energy (spin up / spin down) = -18.221 / -18.217 eV
energy above the lowest of the compared OMol25 structures with the same formula, charge and spin = 0.000 eV
2S+1 = 2
net charge = +3

---

10.
Below is a molecular structure, C4H10N2O in a non-equilibrium geometry, with properties calculated with ωB97M-V/def2-TZVPD.

Atoms and positions in Å:
C: 1.29 -0.74 0.31
C: -1.41 -1.21 -0.28
C: 2.35 0.11 -0.31
N: -0.51 -0.08 -0.14
C: -0.47 0.92 0.64
N: -2.29 1.45 0.12
O: 0.11 1.72 1.29
H: -2.41 1.44 -0.89
H: -2.21 2.43 0.38
H: 1.32 -0.80 1.40
H: 1.17 -1.72 -0.13
H: -1.21 -1.94 0.51
H: -1.22 -1.67 -1.25
H: -2.44 -0.87 -0.21
H: 2.42 1.09 0.15
H: 2.18 0.23 -1.39
H: 3.33 -0.37 -0.20

Properties
max |F| = 7.3 eV/A
HOMO energy = -7.922 eV
energy above the lowest of the compared OMol25 structures with the same formula, charge and spin = 4.735 eV
net charge = 0

---

11.
Below is 3 unconnected molecules or ions with the total composition C30H54N2O7 in a non-equilibrium geometry, with properties calculated with ωB97M-V/def2-TZVPD.

Atoms and positions in Å:
C: 6.01 4.26 -1.60
C: 4.47 4.03 -1.74
C: 3.84 4.98 -2.78
C: 2.37 4.65 -3.07
O: 1.55 5.27 -2.05
C: 0.66 6.14 -2.50
C: -0.48 6.42 -1.91
C: -1.08 5.86 -0.61
O: -0.57 4.60 -0.24
C: -0.88 3.57 -1.16
C: -2.39 3.17 -1.21
C: -2.78 2.77 -2.67
C: -1.26 7.48 -2.64
O: -2.29 7.92 -2.44
O: -0.38 7.87 -3.66
C: 0.70 7.05 -3.74
O: 1.43 7.09 -4.62
H: 6.42 4.86 -2.43
H: 6.56 3.31 -1.60
H: 6.26 4.74 -0.65
H: 4.04 4.14 -0.74
H: 4.36 3.00 -2.10
H: 4.43 4.88 -3.70
H: 3.88 6.03 -2.45
H: 2.26 3.56 -2.95
H: 2.06 4.87 -4.10
H: -2.18 5.90 -0.70
H: -0.78 6.56 0.18
H: -0.34 2.68 -0.81
H: -0.52 3.76 -2.18
H: -2.51 2.27 -0.60
H: -3.06 3.95 -0.83
H: -3.30 1.81 -2.68
H: -1.89 2.65 -3.31
H: -3.42 3.52 -3.15
C: -3.25 1.09 4.83
C: -3.90 0.58 3.51
C: -4.98 -0.47 3.81
C: -4.43 -1.85 4.17
C: -3.41 -2.31 3.13
C: -2.29 -1.29 2.91
N: -2.83 0.07 2.61
O: -3.28 0.07 1.39
C: -1.39 -1.26 4.16
C: -1.37 -1.79 1.80
C: -4.60 1.81 2.93
H: -2.20 1.33 4.69
H: -3.72 2.01 5.18
H: -3.34 0.37 5.65
H: -5.63 -0.58 2.94
H: -5.62 -0.11 4.62
H: -3.99 -1.84 5.17
H: -5.26 -2.57 4.21
H: -2.99 -3.27 3.44
H: -3.94 -2.51 2.19
H: -0.61 -0.50 4.06
H: -0.89 -2.23 4.29
H: -1.93 -1.08 5.09
H: -1.90 -1.96 0.86
H: -0.91 -2.74 2.08
H: -0.56 -1.08 1.61
H: -3.89 2.59 2.67
H: -5.30 2.22 3.66
H: -5.19 1.57 2.04
C: 4.01 -6.06 -0.30
C: 2.80 -5.25 0.23
C: 1.59 -6.18 0.46
C: 0.86 -6.59 -0.82
C: 0.52 -5.36 -1.66
C: 1.75 -4.49 -1.95
N: 2.49 -4.14 -0.71
O: 1.81 -3.23 -0.07
C: 2.66 -5.24 -2.94
C: 1.31 -3.24 -2.72
C: 3.25 -4.74 1.61
H: 4.61 -5.46 -0.99
H: 4.69 -6.35 0.50
H: 3.71 -6.98 -0.81
H: 0.87 -5.69 1.12
H: 1.92 -7.08 0.99
H: 1.46 -7.30 -1.40
H: -0.06 -7.12 -0.56
H: 0.06 -5.68 -2.59
H: -0.24 -4.77 -1.13
H: 3.58 -4.67 -3.13
H: 2.15 -5.37 -3.90
H: 2.94 -6.24 -2.62
H: 0.57 -2.66 -2.18
H: 0.86 -3.52 -3.67
H: 2.16 -2.60 -2.93
H: 4.09 -4.05 1.52
H: 3.56 -5.58 2.23
H: 2.44 -4.24 2.15

Properties
max |F| = 6.3 eV/A
HOMO energy (spin up / spin down) = -8.596 / -9.386 eV
2S+1 = 3
net charge = 0